{"formula": "C27H52BClO11", "method": "ωB97M-V/def2-TZVPD", "orbital_gap_ev": 9.62, "smiles": "COB(O)[C@@]1(CCCO)OC(=O)O[C@@H]1Cl.C1CCOC1.C1CCOC1.C1CCOC1.C1CCOC1.C1CCOC1", "species": ["Cl", "O", "O", "O", "O", "O", "O", "O", "O", "O", "O", "O", "C", "C", "C", "C", "C", "C", "C", "C", "C", "C", "C", "C", "C", "C", "C", "C", "C", "C", "C", "C", "C", "C", "C", "C", "C", "C", "C", "B", "H", "H", "H", "H", "H", "H", "H", "H", "H", "H", "H", "H", "H", "H", "H", "H", "H", "H", "H", "H", "H", "H", "H", "H", "H", "H", "H", "H", "H", "H", "H", "H", "H", "H", "H", "H", "H", "H", "H", "H", "H", "H", "H", "H", "H", "H", "H", "H", "H", "H", "H", "H"], "coordinates": [[11.479, -1.083, 1.436], [8.802, 1.631, 2.919], [10.828, 0.510, 3.551], [9.902, 2.201, 4.919], [8.224, -1.256, 0.559], [6.654, 2.800, -0.015], [-0.988, -2.450, 2.871], [3.189, -3.116, 1.458], [-4.409, -0.694, -4.936], [6.600, 0.292, 1.577], [-6.839, 4.032, -0.742], [-5.095, -0.101, 0.327], [7.926, 3.482, 0.226], [1.979, -3.493, 2.133], [-4.553, -0.773, -0.819], [10.212, -0.243, 2.473], [3.073, -3.472, 0.074], [9.852, 1.506, 3.877], [9.063, 2.480, -0.369], [10.004, 1.832, 0.756], [-3.657, -1.453, -5.893], [-5.904, -2.122, -6.093], [9.265, 0.845, 1.782], [5.684, -0.726, 1.065], [-8.080, 4.515, -1.275], [-5.751, -1.199, -4.901], [-4.568, 0.224, -1.961], [-7.360, 6.080, 0.328], [-8.626, 5.516, -0.277], [-2.050, -1.560, 2.496], [0.967, -3.835, 1.059], [-4.500, -2.659, -6.257], [1.850, -4.359, -0.051], [-6.458, 4.862, 0.363], [-1.429, -3.252, 3.976], [-3.294, -2.030, 3.222], [-4.392, 1.538, -1.234], [-2.715, -2.629, 4.484], [-5.180, 1.303, 0.038], [7.969, -0.018, 1.303], [-3.374, -3.350, 4.970], [-6.186, -1.544, -6.979], [0.214, -4.549, 1.397], [0.453, -2.927, 0.728], [8.275, -2.008, 1.202], [-4.743, 2.403, -1.799], [-5.541, 0.205, -2.461], [-7.505, 6.531, 1.311], [-4.289, -3.040, -7.258], [-4.326, -3.468, -5.539], [9.743, 3.155, -1.018], [-5.400, 5.120, 0.282], [-3.531, -1.081, -0.574], [8.617, 1.710, -1.092], [3.988, -3.970, -0.255], [-1.600, -4.269, 3.604], [-6.458, -0.367, -4.920], [-3.333, 1.691, -0.995], [-9.268, 6.270, -0.737], [-6.237, 1.553, -0.100], [-4.009, -1.227, 3.404], [-8.759, 3.675, -1.442], [10.410, 2.712, 1.392], [-2.170, -1.569, 1.410], [-2.487, -1.834, 5.202], [-5.145, -1.666, -1.035], [2.122, -5.401, 0.152], [-5.879, -1.744, -3.959], [-3.797, 0.028, -2.707], [-7.869, 4.989, -2.239], [-1.765, -0.550, 2.808], [-4.794, 1.877, 0.883], [2.953, -2.547, -0.501], [7.928, 4.438, -0.415], [-6.656, -2.898, -5.938], [1.389, -4.313, -1.039], [-3.480, -0.814, -6.764], [5.851, -1.765, 1.536], [-6.608, 4.285, 1.283], [5.943, 3.370, 0.350], [-3.795, -2.809, 2.637], [9.675, -1.126, 2.958], [4.611, -0.415, 1.355], [-6.937, 6.839, -0.338], [2.203, -4.364, 2.759], [5.754, -0.772, -0.079], [-0.649, -3.287, 4.739], [-9.206, 4.997, 0.494], [8.110, 3.736, 1.324], [-2.692, -1.731, -5.463], [10.926, 1.376, 0.241], [1.648, -2.676, 2.777]]}

---

{"formula": "CH14NO5", "method": "ωB97M-V/def2-TZVPD", "orbital_gap_ev": 10.39, "charge": 1, "species": ["O", "O", "O", "O", "O", "N", "C", "H", "H", "H", "H", "H", "H", "H", "H", "H", "H", "H", "H", "H", "H"], "coordinates": [[1.835, 1.682, -0.678], [1.199, -2.612, 1.510], [-1.565, 2.134, -1.839], [-0.564, -0.841, 2.151], [-0.253, 1.320, 0.707], [0.329, -1.250, -0.635], [-0.869, -1.130, -1.024], [0.520, -1.936, 0.185], [0.570, 1.569, 0.229], [-1.193, -0.389, -1.829], [-0.894, 1.566, 0.091], [2.635, 1.069, -0.828], [-0.554, 0.116, 2.141], [-2.359, 2.370, -1.495], [1.776, 2.244, -1.290], [0.613, -2.927, 2.185], [-1.155, 2.470, -2.532], [-0.857, -1.269, 2.918], [1.444, -1.739, 1.793], [1.042, -0.633, -0.931], [-1.698, -1.813, -0.828]]}

---

{"formula": "C3H6NO2", "method": "ωB97M-V/def2-TZVPD", "orbital_gap_ev": 7.93, "charge": -1, "species": ["O", "O", "N", "C", "C", "C", "H", "H", "H", "H", "H", "H"], "coordinates": [[-1.300, 0.531, -0.491], [-2.323, 1.616, -2.192], [1.789, -1.286, 1.898], [2.164, -1.655, 0.503], [-1.357, 1.258, -1.504], [0.863, -0.431, 1.936], [1.260, -1.718, -0.102], [-0.373, 1.709, -1.821], [0.119, -0.220, 1.153], [2.765, -0.844, 0.105], [0.581, -0.024, 2.915], [2.608, -2.647, 0.479]]}

---

{"formula": "C5H8N2O4", "method": "ωB97M-V/def2-TZVPD", "s2": 2.0132, "orbital_gap_ev": [6.17, 7.57], "spin_multiplicity": 3, "species": ["O", "O", "O", "O", "N", "N", "C", "C", "C", "C", "C", "H", "H", "H", "H", "H", "H", "H", "H"], "coordinates": [[-1.107, -3.325, 0.287], [0.397, -0.050, 2.425], [-0.105, -2.221, 3.046], [0.075, -2.391, -1.262], [-0.756, -1.198, 0.377], [-0.578, -2.362, -0.228], [0.099, -0.111, 0.012], [0.007, -1.219, 2.494], [0.524, 1.830, -1.565], [-0.395, 0.666, -1.217], [0.142, 0.776, 1.260], [0.314, 2.185, -2.567], [0.948, 1.506, 1.227], [-0.823, 1.264, 1.423], [0.400, 2.662, -0.875], [-0.405, -0.049, -2.039], [1.564, 1.511, -1.536], [-1.416, 1.009, -1.051], [1.116, -0.484, -0.210]]}

---

{"formula": "C7H14NO2", "method": "ωB97M-V/def2-TZVPD", "orbital_gap_ev": 8.53, "charge": 1, "smiles": "C[C@H]1O[C@](O)(C=[NH2+])C1(C)C", "species": ["O", "O", "N", "C", "C", "C", "C", "C", "C", "C", "H", "H", "H", "H", "H", "H", "H", "H", "H", "H", "H", "H", "H", "H"], "coordinates": [[-1.264, -0.645, 1.277], [-0.315, -1.323, -0.766], [-3.370, 0.127, 0.082], [-0.980, -0.314, -0.049], [1.995, -1.702, 0.027], [0.610, 1.703, -1.029], [-2.344, -0.012, -0.675], [1.031, -0.802, -0.721], [1.062, 0.893, 1.306], [0.613, 0.538, -0.077], [2.068, 1.308, 1.235], [2.975, -1.236, 0.063], [1.667, -1.916, 1.041], [0.414, 1.659, 1.734], [-0.684, -1.361, 1.570], [-2.403, 0.074, -1.752], [-4.302, 0.306, -0.277], [1.093, 0.047, 1.986], [-3.238, -0.033, 1.086], [2.078, -2.645, -0.508], [1.392, -0.666, -1.746], [0.198, 1.436, -1.999], [1.643, 2.016, -1.183], [0.060, 2.550, -0.625]]}

---

{"formula": "C2H5N2", "method": "ωB97M-V/def2-TZVPD", "s2": 2.0067, "orbital_gap_ev": [7.54, 7.95], "spin_multiplicity": 3, "charge": 1, "species": ["N", "N", "C", "C", "H", "H", "H", "H", "H"], "coordinates": [[-1.555, -0.037, -0.039], [0.810, -0.851, -0.196], [-0.250, -0.064, -0.143], [0.995, 0.649, -0.071], [1.246, -1.852, 0.490], [-1.849, 0.805, -0.362], [1.302, 0.987, 0.913], [1.604, 0.963, -0.947], [-2.124, -0.867, 0.231]]}